Entry from the Open Molecules 2025 dataset: a cluster of 14 separate species, C29H68N10O32S6 in total (ωB97M-V with the def2-TZVPD basis set).

```
145
Properties=species:S:1:pos:R:3:lowdin_charge:R:1
C -2.82291 -0.46446 -5.91159 -0.66
H -6.60599 2.84362 -4.17658 0.11
H -7.42153 0.45775 1.60684 0.12
H 3.09412 -2.56679 -4.67989 0.13
O 3.33271 -0.54962 -4.93718 -0.18
N -4.03835 5.04140 0.74536 0.17
H 2.03516 0.17796 0.04033 0.11
C 3.35799 -5.07326 1.06355 -0.15
H -1.38735 -1.05226 -7.38045 0.09
O -3.22265 1.98371 4.38950 -0.20
H -4.88311 4.75480 0.29143 0.09
H 1.17139 -4.92755 1.38271 0.13
H -0.86448 -0.26129 -5.16406 0.07
O -1.67212 -5.09149 -2.15590 -0.11
O -1.62794 -1.97833 2.68583 -0.21
C -4.51078 -0.65925 0.85917 -0.20
H 4.29421 0.35860 4.46131 0.11
N 2.55641 3.36425 -1.23679 0.18
H 1.10864 -2.63671 5.95890 0.13
H 2.49116 5.75123 -5.19687 0.09
S -2.20477 1.34265 5.44624 0.61
C 7.30712 -2.56047 -0.77096 -0.16
S -0.39032 -2.43323 3.20235 0.62
H -0.08805 -4.78600 5.68905 0.14
H 5.29657 -1.09418 -3.21498 0.13
H 1.91034 -3.90829 0.00789 0.13
H -5.83490 1.94823 2.25960 0.11
O 3.20873 -0.97310 -2.59684 -0.18
H 1.60250 3.58910 1.07197 0.08
O 0.73501 -2.53892 2.33822 -0.24
O 1.20960 4.04615 -6.55947 -0.01
H -0.73121 -2.92333 -0.26230 0.09
C 1.41118 4.08898 -0.95344 -0.61
S -0.95179 1.03408 -1.18505 0.60
H 6.91177 -3.87946 0.92437 0.13
C 0.18109 0.81324 1.03724 -0.14
O -0.85566 1.91529 4.78223 -0.21
H -0.36853 -5.26212 -0.59143 0.09
O 1.71794 -5.90410 -0.30565 -0.22
H -3.03271 3.92876 4.03321 0.13
C -6.56276 0.45149 0.94535 -0.18
H -1.74771 4.11769 -1.19100 0.07
H 0.88577 -1.08912 0.29431 0.10
N 1.08727 4.08028 0.37098 0.17
C 4.32809 -1.59426 -3.20705 -0.20
H -2.10442 0.25265 -4.12414 0.08
H -2.93584 -4.09034 -3.48328 0.12
O 6.85069 0.15513 0.60721 -0.21
C 0.96944 -0.04107 0.00807 -0.14
H -5.32549 2.20363 0.52302 0.09
H 2.93769 3.27396 -2.15911 0.09
C -1.09956 2.94078 3.80548 -0.14
H 1.97464 0.55772 4.93467 0.11
H -1.65504 -4.00864 5.57782 0.14
O 3.31109 3.00510 5.65118 -0.13
H 1.76244 5.26805 -3.67219 0.06
S 3.00443 -6.11036 -1.21851 0.60
H 3.03536 3.04065 -0.41849 0.09
C -5.24058 2.34361 -2.70816 -0.62
O -5.91882 -0.82437 0.98034 -0.13
H 1.75585 3.47198 4.33421 0.11
O -1.75555 4.74035 1.05499 -0.02
O 0.41177 0.22256 -1.25909 -0.19
S 5.85948 -0.75266 0.13759 0.63
C -2.61476 3.02609 3.59336 -0.13
O 4.54733 -0.26003 -0.04108 -0.20
H -0.55373 2.68773 2.90264 0.10
C 0.04366 -2.59342 5.73779 -0.15
H 4.64769 -2.14179 -5.38116 0.14
C 2.09705 2.67171 5.01089 -0.22
H 5.23970 2.39280 5.46905 0.12
O -2.02936 0.08479 -1.07876 -0.23
H -6.78650 0.68685 -0.10087 0.10
H -3.39007 1.16619 0.86609 0.09
H -2.30233 -3.47900 0.43154 0.10
C 4.38697 2.56050 4.81596 -0.18
O 1.10583 -0.69723 -3.90091 -0.22
H -3.30307 -2.45215 -1.45837 0.10
O -2.44463 1.96712 6.70158 -0.22
O 3.17075 -7.50300 -1.40454 -0.20
H 8.34218 -2.24613 -0.90244 0.13
H 1.32297 2.64329 5.77633 0.11
H 4.00389 1.38489 3.03576 0.10
C -1.39467 -4.94593 -0.77767 -0.20
H -3.54822 4.20334 -1.54212 0.05
N 1.84307 5.19725 -4.67345 0.15
O 2.96667 -5.25866 -2.35544 -0.22
O -0.01121 -1.71241 4.62102 -0.21
H -1.74676 -2.25084 -2.27525 0.10
H -3.84152 0.55025 2.46879 0.10
H 7.14714 -3.50459 -1.28374 0.13
O 0.72319 4.60372 -1.84446 0.00
H -0.13379 2.68351 -4.90410 0.09
H 0.81672 1.34274 1.73528 0.09
H 3.88280 -4.27219 1.56784 0.13
N -2.34513 -0.99696 -7.09633 0.14
H -0.79539 3.87073 4.28198 0.14
C -0.59820 -3.89719 5.31710 -0.16
C 1.07517 4.29033 -5.35818 -0.66
O -0.64233 -3.86238 3.90057 -0.20
H 3.36773 -5.92440 1.75450 0.14
C -2.35954 -2.94743 -1.71171 -0.16
C 1.92884 -4.81610 0.61849 -0.16
H -0.46556 0.13016 1.59286 0.12
H -4.18491 -0.71297 -0.18838 0.08
N -1.85009 -0.16085 -5.00427 0.18
H -3.77839 -4.57321 -2.12576 0.12
O -0.96830 2.00193 -2.21351 -0.19
C -4.19280 0.71137 1.44828 -0.16
C 3.91566 -1.84563 -4.63999 -0.12
O 2.56654 1.26290 -3.51202 -0.21
H -3.06291 -0.94808 -7.80006 0.10
C 7.09655 -2.82323 0.73432 -0.15
H -3.99938 5.37289 1.69676 0.10
H -1.94950 -5.62585 -0.11515 0.12
H 7.91268 -2.56737 1.40797 0.13
O 4.01855 -5.47679 -0.14561 -0.20
O -2.23612 -0.07349 5.34796 -0.22
H -4.90564 0.34390 -2.67267 0.10
H 4.51020 -2.54292 -2.71711 0.13
N 0.30286 3.50441 -4.53698 0.16
O -4.91004 3.47677 -2.36027 0.00
H 4.65560 3.31838 4.07477 0.12
O -0.61190 1.66798 0.22335 -0.20
O 6.44587 -1.51632 -1.18097 -0.21
C 2.34350 1.35101 4.28117 -0.15
N -6.23263 2.10051 -3.61836 0.17
C -2.76757 4.68985 0.34383 -0.64
C -2.77239 -4.23420 -2.41102 -0.20
H -3.74885 1.17065 -1.75880 0.06
O -4.01295 -0.17610 -5.79889 0.00
S 2.39822 -0.12688 -3.72537 0.61
H 0.41753 3.61626 -3.54091 0.03
N -2.71381 4.30837 -0.96602 0.19
H 1.73798 1.32715 3.37950 0.07
C -1.66368 -3.45434 -0.45119 -0.14
N -4.62861 1.21429 -2.25080 0.19
H -4.00607 -1.52584 1.28981 0.11
H 0.16344 4.45432 0.58926 0.07
H -6.74457 1.23919 -3.60202 0.10
C 3.86148 1.29286 4.11639 -0.14
C -5.49224 1.49171 1.33054 -0.15
H -0.56442 -2.26792 6.58116 0.14
H -2.87739 2.88885 2.54894 0.10
O 5.92918 -2.06607 1.05119 -0.20
```

## Properties
strongest force on any atom: 3.1 eV/A
molecular weight: 1261.30 g mol⁻¹
HOMO level: -8.634 eV
frontier orbital gap: 8.23 eV